# 1
ORCA calculation (ωB97M-V/def2-TZVPD) on 14 unconnected molecules or ions with the total composition C16H60N10O14 at a distorted geometry.

Cartesian coordinates (Å):
C 21.755 -12.829 0.243
O 21.482 -11.460 0.756
H 22.787 -13.139 0.407
H 21.177 -13.586 0.774
H 21.385 -12.958 -0.775
H 21.618 -11.444 1.706
C 21.723 -13.800 8.436
O 22.808 -14.677 8.329
H 21.020 -13.896 7.609
H 21.196 -13.887 9.386
H 22.145 -12.801 8.329
H 22.506 -15.543 8.614
C 19.408 -8.992 2.108
O 20.093 -8.651 0.956
H 18.694 -8.185 2.270
H 18.938 -9.953 1.899
H 20.009 -9.115 3.008
H 20.514 -9.440 0.607
C 17.798 -11.237 4.461
O 17.355 -12.251 5.492
H 17.067 -10.431 4.398
H 18.747 -10.755 4.695
H 17.818 -11.761 3.505
H 16.540 -12.698 5.253
C 24.805 -8.749 2.266
O 24.663 -7.504 1.661
H 25.310 -9.439 1.590
H 25.520 -8.821 3.086
H 23.866 -9.200 2.589
H 24.058 -7.589 0.920
C 24.517 -12.112 6.451
O 25.276 -11.162 7.077
H 24.523 -12.074 5.362
H 25.001 -13.065 6.666
H 23.503 -12.079 6.848
H 25.178 -10.349 6.576
C 22.786 -15.268 2.515
O 22.187 -15.587 3.739
H 22.941 -14.202 2.679
H 23.754 -15.769 2.495
H 22.129 -15.600 1.712
H 22.803 -15.356 4.438
C 18.676 -14.765 2.123
O 17.657 -14.140 2.295
N 19.194 -15.171 0.961
N 19.420 -15.216 3.080
H 19.789 -15.987 0.969
H 18.916 -14.913 0.026
H 20.302 -15.672 2.895
H 19.100 -15.260 4.037
C 20.027 -10.257 8.400
O 20.823 -9.752 7.649
N 18.719 -10.295 8.143
N 20.355 -10.804 9.581
H 18.179 -10.514 8.968
H 18.343 -9.770 7.365
H 21.315 -10.752 9.888
H 19.676 -11.328 10.114
C 21.544 -11.726 4.409
O 22.078 -11.968 3.368
N 20.891 -12.558 5.149
N 21.738 -10.602 4.963
H 20.968 -13.555 5.003
H 20.258 -12.212 5.855
H 21.632 -10.431 5.953
H 22.364 -10.004 4.443
C 23.792 -8.083 6.256
O 24.201 -9.145 5.845
N 24.183 -6.879 5.893
N 22.960 -7.917 7.236
H 24.800 -6.673 5.120
H 23.830 -6.104 6.435
H 22.720 -6.940 7.334
H 22.666 -8.654 7.861
C 19.682 -17.415 5.939
O 20.233 -18.224 5.214
N 18.565 -17.746 6.565
N 20.068 -16.214 6.084
H 18.129 -18.632 6.355
H 18.122 -17.179 7.274
H 20.953 -15.999 5.649
H 19.426 -15.543 6.482
C 26.334 -13.584 3.146
C 25.951 -12.135 2.751
O 26.271 -12.005 1.399
H 25.984 -14.344 2.447
H 25.906 -13.716 4.139
H 27.415 -13.636 3.275
H 26.479 -11.295 3.203
H 24.916 -11.794 2.780
H 25.530 -11.868 0.804
C 18.930 -5.504 7.339
C 20.079 -6.495 7.126
O 19.657 -7.545 6.229
H 19.261 -4.820 8.120
H 18.184 -6.080 7.885
H 18.507 -5.098 6.420
H 20.578 -6.842 8.031
H 20.856 -5.955 6.586
H 20.219 -8.276 6.497

Kohn-Sham gap, eV: 9.2
ΔE to the lowest compared entry with this formula, charge and spin, kJ/mol: 369.22
Multiplicity: 1
Lowest unoccupied orbital energy, eV: -0.20
Highest occupied orbital energy, eV: -9.348

Mulliken population analysis, charges in e, atoms 1 to 4:
1 C -0.2308
2 O -0.5694
3 H 0.1914
4 H -0.1966

# 2
ORCA calculation (ωB97M-V/def2-TZVPD) on a molecular structure, C16H64F4HfN32O16 at a distorted geometry.

Cartesian coordinates (Å):
Hf -17.027 23.155 -27.522
F -19.215 23.008 -26.801
F -14.764 22.869 -26.859
F -16.771 25.455 -27.170
F -17.674 21.359 -28.929
C -22.173 20.237 -29.845
O -23.248 20.689 -29.707
N -22.014 19.316 -30.761
N -21.165 20.541 -29.158
H -22.902 19.030 -31.149
H -21.128 18.996 -31.126
H -21.195 21.458 -28.736
H -20.871 19.736 -28.624
C -20.312 19.598 -24.927
O -20.738 18.686 -24.177
N -20.325 19.704 -26.168
N -19.986 20.802 -24.512
H -19.764 20.392 -26.651
H -20.648 18.888 -26.667
H -19.522 21.530 -25.036
H -19.858 20.843 -23.511
C -22.866 24.311 -30.868
O -22.945 25.448 -31.217
N -21.972 23.768 -30.199
N -23.858 23.488 -31.136
H -21.201 24.364 -29.932
H -22.103 22.833 -29.842
H -24.757 23.821 -31.455
H -23.755 22.570 -30.729
C -12.714 20.176 -25.175
O -12.054 19.370 -24.588
N -13.376 19.877 -26.281
N -12.888 21.515 -24.879
H -13.663 20.696 -26.799
H -12.980 19.053 -26.709
H -12.660 21.838 -23.949
H -13.468 22.109 -25.454
C -11.161 23.146 -27.626
O -10.042 22.933 -27.996
N -11.526 23.622 -26.454
N -12.221 22.990 -28.361
H -12.434 23.778 -26.039
H -10.810 23.784 -25.761
H -13.108 22.881 -27.891
H -12.142 22.563 -29.273
C -12.982 25.393 -24.394
O -12.574 24.353 -23.910
N -12.569 26.590 -24.110
N -13.942 25.370 -25.308
H -11.862 26.621 -23.390
H -12.867 27.325 -24.735
H -14.111 26.252 -25.770
H -14.426 24.594 -25.737
C -17.694 17.676 -28.915
O -17.885 16.550 -28.544
N -16.516 18.215 -29.219
N -18.611 18.545 -28.752
H -16.445 19.218 -29.304
H -15.623 17.745 -29.271
H -18.382 19.501 -28.983
H -19.387 18.209 -28.200
C -15.160 24.505 -30.031
O -15.839 23.715 -29.421
N -14.105 24.216 -30.659
N -15.392 25.759 -30.083
H -14.007 23.211 -30.692
H -13.620 24.897 -31.226
H -15.955 26.185 -29.360
H -14.644 26.373 -30.374
C -18.301 22.120 -32.550
O -17.145 22.440 -32.307
N -18.722 22.034 -33.791
N -19.107 21.623 -31.597
H -18.163 22.413 -34.542
H -19.680 21.895 -34.079
H -19.961 21.136 -31.827
H -18.680 21.621 -30.682
C -18.646 25.158 -29.999
O -18.310 24.255 -29.316
N -18.352 26.370 -29.598
N -19.195 25.053 -31.198
H -17.961 26.497 -28.675
H -18.776 27.128 -30.114
H -19.469 25.866 -31.730
H -19.357 24.087 -31.444
C -14.334 20.570 -30.033
O -14.763 20.631 -28.886
N -13.058 20.253 -30.275
N -14.919 20.603 -31.231
H -12.636 20.351 -31.188
H -12.439 20.022 -29.511
H -15.818 21.063 -31.202
H -14.268 20.597 -32.004
C -16.954 23.755 -23.940
O -16.821 23.553 -25.177
N -16.010 23.905 -23.032
N -18.067 23.750 -23.302
H -16.206 24.038 -22.050
H -15.085 23.866 -23.436
H -18.153 23.783 -22.296
H -18.902 23.558 -23.837
C -15.252 28.671 -27.218
O -15.506 28.413 -28.339
N -15.530 27.901 -26.196
N -14.771 29.775 -26.798
H -15.526 28.097 -25.205
H -15.977 27.042 -26.481
H -14.479 29.755 -25.832
H -14.443 30.510 -27.408
C -20.218 27.569 -26.609
O -20.841 27.756 -27.636
N -19.096 26.995 -26.576
N -20.634 27.833 -25.431
H -18.608 26.963 -25.693
H -18.793 26.374 -27.313
H -20.006 27.701 -24.651
H -21.559 28.188 -25.233
C -16.663 19.856 -25.543
O -16.830 20.946 -26.152
N -16.638 19.790 -24.257
N -16.718 18.603 -26.027
H -16.663 20.612 -23.671
H -16.324 18.870 -23.981
H -16.525 17.747 -25.528
H -16.708 18.678 -27.034
C -22.668 23.908 -26.178
O -23.801 24.384 -26.000
N -21.614 24.595 -26.346
N -22.309 22.734 -25.827
H -20.697 24.182 -26.435
H -21.760 25.583 -26.498
H -21.361 22.389 -25.881
H -22.950 21.994 -25.579

Kohn-Sham gap, eV: 8.3
Multiplicity: 1
Lowest unoccupied orbital energy, eV: -0.64
Highest occupied orbital energy, eV: -8.925

Mulliken population analysis, charges in e, atoms 1 to 4:
1 Hf 2.0082
2 F -0.1771
3 F 1.2738
4 F 0.4058

# 3
ORCA calculation (ωB97M-V/def2-TZVPD) on a molecular structure, C16H7AsCl5CoF11N2O3.

Cartesian coordinates (Å):
Co -0.222 -0.582 0.290
C -0.884 3.207 1.688
C -0.954 1.769 1.321
N 0.031 1.174 0.752
O 1.208 1.849 0.598
C -2.078 0.899 1.582
C -3.410 1.285 2.119
N -1.853 -0.327 1.172
O -2.681 -1.258 1.251
H -0.346 3.314 2.634
H -1.880 3.627 1.796
H -0.332 3.752 0.925
H 1.721 1.283 -0.010
H -3.363 2.220 2.674
H -3.777 0.497 2.777
H -4.129 1.394 1.302
Cl 1.197 0.625 3.504
C 0.958 -1.042 3.101
C 0.442 -1.414 1.871
C 0.255 -2.765 1.656
Cl -0.426 -3.144 0.103
C 0.569 -3.753 2.572
Cl 0.308 -5.411 2.199
C 1.100 -3.360 3.797
Cl 1.512 -4.550 4.973
C 1.290 -2.005 4.061
Cl 1.936 -1.534 5.589
F 2.851 -0.113 -5.913
C 2.502 -0.258 -4.626
C 2.906 0.661 -3.677
F 3.666 1.705 -4.037
C 2.536 0.496 -2.359
F 2.959 1.415 -1.458
C 1.744 -0.562 -1.902
O 1.493 -0.700 -0.614
C 1.361 -1.470 -2.897
F 0.590 -2.519 -2.583
C 1.725 -1.325 -4.222
F 1.307 -2.218 -5.128
F -1.125 -0.076 -1.453
As -1.711 1.344 -2.450
F -2.432 1.984 -1.008
F -0.228 2.133 -2.026
F -2.249 2.690 -3.374
F -0.947 0.623 -3.813
F -3.141 0.442 -2.756

Kohn-Sham gap, eV: 7.8
ΔE to the lowest compared entry with this formula, charge and spin, kJ/mol: 0.00
Multiplicity: 1
Lowest unoccupied orbital energy, eV: 2.02
Highest occupied orbital energy, eV: -5.777
Net charge: -1

Mulliken population analysis, charges in e, atoms 1 to 4:
1 Co -0.6428
2 C -1.9135
3 C 0.3982
4 N 1.1652

# 4
ORCA calculation (ωB97M-V/def2-TZVPD) on a molecular structure, C16H8Cl24F12NO4S2 at a distorted geometry.

Cartesian coordinates (Å):
O -2.726 -0.479 1.071
S -3.555 0.683 0.557
O -4.880 0.085 0.111
C -2.765 1.359 -0.971
C -1.233 0.913 -1.067
C -0.600 1.170 -2.509
F -1.149 0.504 -3.625
C 0.484 2.053 -2.590
F 0.631 2.900 -3.711
F 1.376 2.076 -1.510
N -3.933 1.853 1.732
S -2.607 2.861 2.068
O -3.062 3.809 3.166
O -2.147 3.725 0.919
C -1.139 1.973 2.752
C -1.488 0.866 3.836
C -0.288 0.456 4.779
F -0.789 -0.535 5.669
F 0.112 1.525 5.633
C 0.980 -0.166 4.047
F 1.759 -0.775 5.075
F 1.765 0.884 3.532
C 0.675 -1.310 2.989
F 0.090 -0.825 1.798
F -0.198 -2.291 3.499
C 1.991 -2.124 2.508
F 3.176 -1.443 2.728
F 1.922 -2.328 1.113
F 1.957 -3.398 3.067
H -3.292 0.867 -1.864
H -2.927 2.479 -1.114
H -0.672 1.507 -0.270
H -1.065 -0.186 -0.838
H -0.515 1.608 1.877
H -0.498 2.765 3.280
H -1.900 -0.103 3.390
H -2.319 1.281 4.499
C 2.392 -1.428 8.914
Cl 1.106 -2.517 9.495
Cl 2.998 -0.474 10.285
Cl 3.717 -2.402 8.241
Cl 1.792 -0.321 7.665
C -2.036 3.108 -6.335
Cl -2.615 1.650 -7.167
Cl -0.265 3.185 -6.442
Cl -2.738 4.547 -7.106
Cl -2.530 3.054 -4.632
C 2.069 -0.615 -6.575
Cl 1.726 0.814 -5.583
Cl 2.961 -1.808 -5.605
Cl 0.541 -1.327 -7.135
Cl 3.051 -0.141 -7.978
C 4.782 3.415 -4.384
Cl 3.121 3.151 -3.819
Cl 4.983 5.114 -4.862
Cl 5.922 3.030 -3.077
Cl 5.107 2.365 -5.780
C -2.771 -4.079 6.324
Cl -4.081 -4.577 7.416
Cl -2.274 -5.464 5.330
Cl -3.353 -2.779 5.271
Cl -1.383 -3.518 7.290
C 1.334 -5.204 -9.091
Cl -0.002 -6.243 -8.554
Cl 1.958 -4.280 -7.711
Cl 2.632 -6.210 -9.767
Cl 0.746 -4.081 -10.336

Kohn-Sham gap, eV: 8.0
ΔE to the lowest compared entry with this formula, charge and spin, kJ/mol: 0.00
Multiplicity: 1
Lowest unoccupied orbital energy, eV: 1.32
Highest occupied orbital energy, eV: -6.645
Net charge: -1

Mulliken population analysis, charges in e, atoms 1 to 4:
1 O -0.6526
2 S 1.1516
3 O -0.7523
4 C -0.9306

# 5
ORCA calculation (ωB97M-V/def2-TZVPD) on C16H9Cl2N5O in the gas phase at a distorted geometry.

Cartesian coordinates (Å):
C -0.637 -4.340 -2.416
O -0.426 -5.003 -1.257
C -0.677 -4.260 -0.086
C -1.413 -4.819 0.958
C -1.781 -4.151 2.111
C -1.236 -2.908 2.310
Cl -1.631 -2.160 3.807
C -0.358 -2.375 1.338
C 0.336 -1.160 1.127
N 0.588 -0.258 1.998
N 1.100 0.869 1.342
C 1.431 0.951 -0.067
N 1.516 -0.141 -0.813
C 0.941 -1.183 -0.200
N 0.735 -2.318 -0.779
C -0.106 -3.045 0.115
N 1.596 2.318 -0.373
C 1.311 3.076 0.765
C 1.228 4.478 0.918
C 0.932 4.983 2.182
Cl 1.302 6.692 2.466
C 0.573 4.072 3.238
C 0.584 2.652 3.030
C 0.888 2.210 1.804
H 0.345 -4.145 -2.807
H -1.087 -4.959 -3.166
H -1.330 -3.542 -2.296
H -1.699 -5.834 0.805
H -2.346 -4.665 2.973
H 1.987 2.688 -1.220
H 1.570 5.028 -0.006
H 0.298 4.352 4.250
H 0.309 1.907 3.769

Kohn-Sham gap, eV: 7.3
SMILES string: COc1ccc(Cl)c2c3nn4c(nc-3nc12)[nH]c1cc(Cl)ccc14
Multiplicity: 1
Lowest unoccupied orbital energy, eV: -0.75
Highest occupied orbital energy, eV: -8.040

Mulliken population analysis, charges in e, atoms 1 to 4:
1 C -0.8224
2 O -0.4879
3 C 0.4754
4 C -0.6924

# 6
ORCA calculation (ωB97M-V/def2-TZVPD) on C16H9Cl4N3O2 in the gas phase at a distorted geometry.

Cartesian coordinates (Å):
N 2.318 -3.397 -1.351
C 1.625 -2.676 -0.441
O 1.200 -3.387 0.460
C 1.457 -1.267 -0.438
C 0.359 -0.625 0.117
N -0.602 -1.417 0.743
C -1.873 -1.040 1.181
C -2.200 -1.464 2.479
C -3.496 -1.164 2.997
C -4.421 -0.483 2.246
Cl -5.996 -0.053 2.870
C -4.087 -0.101 0.911
C -2.814 -0.336 0.384
Cl -2.437 0.187 -1.252
N 0.180 0.743 0.041
C 1.052 1.563 -0.621
C 0.811 2.983 -0.703
Cl -0.580 3.687 0.081
C 1.684 3.840 -1.428
Cl 1.533 5.565 -1.495
C 2.859 3.265 -1.974
C 3.132 1.905 -1.828
C 2.217 1.041 -1.189
C 2.437 -0.393 -1.113
O 3.389 -0.861 -1.734
H 2.551 -4.342 -1.034
H 2.961 -2.904 -1.962
H -0.213 -2.306 0.974
H -1.442 -1.974 3.072
H -3.726 -1.526 4.006
H -4.771 0.434 0.305
H -0.619 1.141 0.493
H 3.514 3.907 -2.530
H 3.998 1.455 -2.266

Kohn-Sham gap, eV: 8.5
SMILES string: NC(=O)c1c(Nc2ccc(Cl)cc2Cl)[nH]c2c(Cl)c(Cl)ccc2c1=O
Multiplicity: 1
Lowest unoccupied orbital energy, eV: -0.12
Highest occupied orbital energy, eV: -8.667

Mulliken population analysis, charges in e, atoms 1 to 4:
1 N -0.4889
2 C 0.6847
3 O -0.7766
4 C -0.0081

# 7
ORCA calculation (ωB97M-V/def2-TZVPD) on a molecular structure, C16H9F9N3OSSb2Se8W at a distorted geometry.

Cartesian coordinates (Å):
W 2.381 0.768 0.345
N -1.635 -2.517 0.586
C -2.332 -2.516 -0.633
C -3.632 -2.988 -0.714
C -4.283 -3.004 -1.941
C -3.645 -2.519 -3.072
C -2.355 -2.011 -2.977
C -1.690 -2.027 -1.762
S -0.010 -1.516 -1.629
N 0.086 -1.012 0.015
C -0.611 -1.651 0.879
C -0.315 -1.537 2.333
C -1.330 -1.462 3.275
C -0.979 -1.376 4.614
C 0.360 -1.371 4.949
C 1.302 -1.440 3.928
N 0.978 -1.525 2.647
H -2.060 -2.992 1.363
H -4.128 -3.353 0.178
H -5.292 -3.390 -2.006
H -4.151 -2.524 -4.028
H -1.854 -1.612 -3.850
H -2.369 -1.417 2.972
H -1.742 -1.290 5.376
H 0.687 -1.280 5.974
H 2.361 -1.401 4.152
Se 4.071 -0.168 -4.111
Sb 4.747 0.006 -1.849
Se 3.011 -1.388 -0.468
Se 3.985 2.242 -0.725
Se 6.878 -0.474 -0.899
Se 3.684 4.529 2.480
Sb 2.854 2.420 3.198
Se 4.080 0.461 2.120
Se 0.753 1.772 1.844
Se 2.440 1.842 5.484
F -2.066 2.822 -2.032
C -1.181 1.848 -1.749
F -1.513 1.318 -0.571
F -1.352 0.899 -2.682
C 0.292 2.388 -1.736
O 1.152 1.503 -1.158
C 0.773 2.512 -3.223
F 1.024 1.309 -3.729
F 1.895 3.231 -3.279
F -0.134 3.100 -4.022
C 0.239 3.853 -1.106
F -0.081 4.770 -2.037
F 1.394 4.219 -0.582
F -0.687 3.950 -0.141

Kohn-Sham gap, eV: 5.4
ΔE to the lowest compared entry with this formula, charge and spin, kJ/mol: 175.01
Multiplicity: 1
Lowest unoccupied orbital energy, eV: -0.05
Highest occupied orbital energy, eV: -5.471
Net charge: -1

Mulliken population analysis, charges in e, atoms 1 to 4:
1 W -0.8627
2 N -0.1460
3 C 0.0321
4 C -0.6609

# 8
ORCA calculation (ωB97M-V/def2-TZVPD) on a molecular structure, C17H10BrN2ORuS3.

Cartesian coordinates (Å):
Ru 0.333 -0.862 -1.125
Br 5.994 2.152 2.687
C 4.791 1.256 1.546
C 5.282 0.457 0.503
C 4.419 -0.204 -0.338
C 3.033 -0.099 -0.179
O 2.273 -0.767 -1.031
C 2.540 0.707 0.873
C 1.162 0.898 1.143
N 0.163 0.382 0.493
C -1.197 0.646 0.855
C -1.621 1.437 1.885
C -2.997 1.615 2.138
C -3.938 1.005 1.363
C -3.532 0.179 0.288
C -4.444 -0.488 -0.561
C -3.980 -1.271 -1.580
C -2.600 -1.396 -1.765
N -1.715 -0.789 -0.995
C -2.161 0.006 0.041
C 3.449 1.379 1.728
H 6.351 0.363 0.364
H 4.784 -0.824 -1.146
H 0.942 1.546 1.986
H -0.916 1.943 2.530
H -3.299 2.248 2.962
H -4.995 1.139 1.555
H -5.507 -0.369 -0.389
H -4.650 -1.794 -2.246
H -2.208 -2.008 -2.564
H 3.068 1.997 2.534
S 0.109 -3.664 -4.736
C 0.280 -2.636 -3.407
S 0.380 -0.949 -3.592
S 0.410 -3.234 -1.822

Kohn-Sham gap (spin up / spin down), eV: 6.5 / 5.1
<S²>: 6.040
Multiplicity: 5
Lowest unoccupied orbital energy (spin up / spin down), eV: -4.32 / -6.24
Highest occupied orbital energy (spin up / spin down), eV: -10.853 / -11.310
Net charge: +1

Mulliken population analysis, charges in e, atoms 1 to 4:
1 Ru 0.4948
2 Br -0.1624
3 C -0.2778
4 C -0.2727